{"formula": "C42H58F6I2N6O4PTeTl", "method": "the ωB97M-V functional and the def2-TZVPD basis", "max_force_ev_per_a": 16.5, "total_charge": -2, "de_lowest_ev": 22.050, "orbital_gap_ha": 0.1880, "elements": ["Tl", "I", "I", "Te", "P", "F", "F", "F", "F", "F", "F", "O", "O", "O", "O", "N", "N", "N", "N", "N", "N", "C", "C", "C", "C", "C", "C", "C", "C", "C", "C", "C", "C", "C", "C", "C", "C", "C", "C", "C", "C", "C", "C", "C", "C", "C", "C", "C", "C", "C", "C", "C", "C", "C", "C", "C", "C", "C", "C", "C", "C", "C", "C", "H", "H", "H", "H", "H", "H", "H", "H", "H", "H", "H", "H", "H", "H", "H", "H", "H", "H", "H", "H", "H", "H", "H", "H", "H", "H", "H", "H", "H", "H", "H", "H", "H", "H", "H", "H", "H", "H", "H", "H", "H", "H", "H", "H", "H", "H", "H", "H", "H", "H", "H", "H", "H", "H", "H", "H", "H", "H"], "coordinates": [[0.121897, 1.644238, -0.255641], [2.201975, -2.020348, 2.926827], [-0.168590, -2.735333, 0.347052], [-5.947750, -4.595740, -2.043196], [3.799848, 1.677028, -0.199177], [0.039512, 2.222177, -4.706401], [2.191432, 5.795931, -7.148586], [-1.257951, 3.905422, -5.317960], [0.396337, 4.873963, -7.992142], [-0.437273, 2.574576, -6.713629], [0.132491, 6.326737, -6.420097], [-6.928105, -7.496214, 3.134259], [-5.952803, -7.354914, 1.253136], [0.636037, 3.868811, -2.180817], [1.345904, 4.781904, -4.453235], [-2.718207, -2.417357, 3.788107], [4.807558, 0.806211, -1.080098], [4.445597, 1.742597, 1.407643], [2.334178, 1.080024, -0.162908], [4.047781, 3.221048, -0.755304], [-1.004393, -0.323883, 4.118840], [3.654942, 4.364697, 0.017402], [-0.362854, 0.829932, 4.363277], [-3.800224, -3.998309, 2.264404], [-4.218259, -4.284992, 4.588502], [3.489641, 1.631590, 2.467656], [-6.350434, -2.088838, 0.216221], [-8.829370, -5.457222, 1.067840], [-9.444511, -4.560323, 3.283713], [5.307762, 1.862940, 4.105522], [1.138907, 4.178327, -5.665129], [-4.612490, -5.011480, 1.906768], [-2.754491, -1.474463, 2.972308], [-3.562008, -3.578619, 3.599321], [4.009433, 3.411993, -2.291438], [2.325968, 3.079664, -6.019990], [1.011310, 5.260203, -6.834110], [0.537380, -3.194514, 2.371021], [4.134798, -0.595377, -2.996939], [4.004188, 4.926057, -2.651357], [-7.198810, -4.387907, -0.367298], [-7.847093, -3.368834, 1.712544], [6.426295, 0.709696, -3.039895], [6.253231, 2.220442, 3.091542], [5.911553, 1.409171, 1.752334], [-1.818469, -0.350053, 3.119304], [-0.473241, 1.966534, 3.490893], [-2.037220, 0.692574, 2.131622], [-8.650342, -4.474193, 2.040586], [6.107200, 1.170104, -1.603782], [4.054520, 0.988687, 3.713029], [-5.046421, -5.337426, 4.230926], [-0.170451, 3.213779, -5.572005], [-8.388096, -6.602195, -1.067601], [-6.080524, -6.944224, 2.475029], [-5.256340, -5.763159, 2.889968], [4.402109, -0.477849, -1.498808], [5.179852, 0.239920, -3.736237], [4.876125, 5.671043, -1.833850], [-8.135157, -5.455157, -0.121210], [-7.150892, -3.323352, 0.566880], [-1.289665, 1.964038, 2.468145], [4.412542, 5.653882, -0.388458], [7.096796, 1.351056, -3.570150], [4.931834, -1.545017, -1.103090], [-3.379185, -1.562250, 2.056684], [6.361196, 1.896649, 0.690430], [0.880439, 4.194265, -3.152597], [3.136018, -0.332109, -3.029221], [5.863981, 5.061894, -1.664100], [-0.360545, -2.786135, 2.943478], [3.675488, 4.418364, 1.003487], [5.648621, 0.954656, 5.191054], [4.442110, -0.238801, 3.304730], [-6.879584, -1.597112, -0.628204], [6.490960, 2.073909, -1.314354], [2.624704, 4.835342, -0.095017], [-7.676555, -2.504754, 2.444354], [2.481341, 2.815034, -6.886961], [-8.637837, -6.229141, -2.043600], [3.736077, 6.624020, -0.510187], [-10.485713, -4.386860, 3.135651], [2.743847, 0.966876, 2.172081], [-5.524650, -6.797331, 0.552786], [4.061459, -1.659947, -3.162809], [-6.358425, -1.370865, 0.975312], [3.113645, 2.735500, 2.852224], [-9.076571, -3.962260, 4.113668], [-3.358698, -3.462877, 1.347153], [3.910442, 5.094949, -3.662144], [-5.315787, -2.260673, -0.187329], [2.973010, 5.201158, -2.385750], [3.232688, -0.550940, -0.820793], [-4.039903, -4.186280, 5.617863], [-9.604097, -6.261056, 1.253065], [7.394045, 2.197244, 3.307519], [6.868119, -0.130325, -2.927696], [3.357711, 3.526642, -5.632583], [0.573808, 2.897988, 3.626475], [7.018698, 0.735851, -0.746061], [-2.581380, 0.630215, 1.274191], [2.390368, 1.883855, -5.925091], [4.789784, 2.877817, -2.786278], [4.387133, 1.341826, -4.090996], [-1.301917, 2.785994, 1.750942], [3.363169, 0.851082, 4.245600], [4.639407, 2.698895, 4.939011], [0.392197, 0.931366, 5.160459], [6.224666, 0.505942, 1.662651], [5.340773, -0.628913, -4.723216], [-4.801766, -5.262844, 0.814323], [0.710449, 4.496811, -1.531578], [-9.443981, -5.561243, 3.622371], [4.984881, 5.936369, 0.435365], [0.754259, -4.038139, 2.333871], [-5.545482, -5.951438, 5.087449], [-7.476376, -7.222250, -1.279409], [3.127092, 2.788831, -2.587877], [5.518251, 6.620114, -2.322689], [5.999171, 3.439268, 2.737791], [-9.236056, -7.173882, -0.647583]], "forces_ev_per_a": [[1.34, -0.14, -0.93], [0.09, -0.11, -0.01], [0.27, -0.11, 0.35], [0.37, 0.11, -0.04], [-4.19, 0.50, 2.78], [-0.31, 0.43, 0.93], [-0.33, -0.04, 0.08], [-0.89, 0.37, 1.10], [0.92, -0.34, 0.57], [0.06, -0.50, -1.43], [1.94, -1.65, -0.38], [0.39, 0.02, 1.20], [0.75, -0.68, -3.07], [-0.41, -2.94, -2.62], [-0.16, -0.53, -2.04], [-0.70, -2.26, 1.90], [3.36, -0.97, -2.26], [1.40, -0.87, 0.10], [1.27, 1.07, -0.02], [1.07, 0.69, -1.09], [2.04, 1.86, 2.71], [-1.95, 3.18, -4.92], [0.42, 0.30, -1.44], [1.53, 2.35, -1.48], [0.07, -0.67, -0.81], [0.52, 2.05, 1.62], [0.09, -0.68, -2.19], [-1.03, -0.41, 0.82], [0.32, 0.14, 0.61], [-4.81, -3.36, 9.27], [0.18, -2.37, 1.78], [-1.27, -1.91, -1.06], [0.26, -0.77, -1.40], [0.09, 1.02, -2.28], [-1.59, -0.43, 1.23], [1.19, 1.70, 8.33], [-2.34, 0.96, 0.88], [-5.08, 15.23, 0.03], [1.80, -0.41, 2.88], [-4.19, -2.73, 0.88], [-1.05, -1.16, 0.24], [-0.79, 0.40, 3.08], [-3.63, 3.14, 0.86], [1.86, 3.40, -4.22], [-2.55, 9.51, -2.99], [-3.14, 1.81, -4.35], [5.55, 1.51, 3.92], [4.21, 2.24, 5.82], [-0.02, 0.77, -0.89], [2.48, -2.70, 2.71], [12.31, -0.19, -11.06], [-1.53, -2.42, 0.56], [1.92, 1.14, -1.14], [0.50, -0.24, 0.33], [-1.13, 1.07, 1.04], [0.51, 0.71, 1.11], [-3.84, -4.44, 3.20], [-4.20, 0.85, -5.32], [8.51, 0.83, 1.51], [1.04, 0.70, -0.27], [1.74, 0.00, -2.64], [-3.23, -2.50, -4.04], [-2.86, 3.34, -1.71], [-0.07, 0.73, -0.48], [-0.32, 3.27, -0.54], [0.14, 0.63, 0.49], [-0.22, -0.77, 3.45], [-0.02, 0.20, 0.93], [-1.91, 1.50, -1.11], [-1.08, 0.30, -0.98], [1.49, -1.32, -0.29], [0.89, -1.48, 4.63], [0.14, 2.89, -3.10], [-0.93, 3.52, 1.29], [0.33, -0.25, 0.19], [-0.47, 3.29, -0.27], [0.00, -1.86, -0.61], [-0.54, -1.35, -0.85], [1.32, -0.40, -10.25], [-0.32, 0.27, -0.55], [0.11, -2.00, 1.12], [-0.93, 0.70, -0.25], [-2.09, -0.23, -0.80], [-0.34, -0.31, 1.06], [0.74, -0.42, -0.68], [0.19, 0.99, 1.55], [0.30, -2.33, -1.02], [0.05, 0.31, -0.09], [-0.32, -0.61, 1.82], [0.67, 0.18, -2.46], [-0.91, -0.14, 0.58], [-0.10, 0.26, 0.04], [3.22, 0.02, -2.18], [0.24, 0.76, 1.18], [1.08, 0.82, -0.09], [-2.10, -0.08, 0.03], [3.80, -5.67, 0.84], [-2.28, -1.00, -0.58], [-3.89, -2.78, -0.31], [-2.02, -0.31, -2.43], [-1.65, -0.41, -2.04], [-1.17, 2.17, 2.21], [1.27, -0.03, 0.19], [2.81, -3.45, 0.36], [-0.26, -0.19, 0.34], [-9.28, -1.71, 8.82], [2.69, -1.67, -2.89], [-0.61, -0.64, -0.24], [1.35, -6.32, 0.19], [0.24, 3.53, 2.25], [0.58, 0.81, 1.35], [0.42, 2.69, 1.89], [0.29, -1.34, 0.54], [2.25, 0.45, 0.65], [3.14, -13.63, -0.02], [0.88, 1.17, -1.75], [-0.80, 0.36, 0.58], [0.08, 1.33, -0.26], [-2.65, -1.72, 1.52], [0.88, -3.45, 1.06], [0.54, -0.13, -0.39]]}

=====

{"formula": "C5H6O", "method": "the ωB97M-V functional and the def2-TZVPD basis", "max_force_ev_per_a": 0.7, "de_lowest_ev": 2.923, "smiles": "C#C[C@]1(C)CO1", "orbital_gap_ha": 0.4023, "elements": ["O", "C", "C", "C", "C", "C", "H", "H", "H", "H", "H", "H"], "coordinates": [[-0.837807, -1.187622, 0.089923], [0.556192, -1.393258, 0.214569], [0.006037, 0.539669, -1.234023], [-0.314350, 0.688043, -2.385022], [-0.162359, 0.843750, 1.316573], [0.007726, -0.036196, 0.103263], [-0.589737, 0.231154, 2.116308], [0.779389, 1.280220, 1.657598], [-0.851275, 1.662442, 1.101029], [1.046302, -1.829475, -0.654288], [-0.658762, 0.766839, -3.388682], [0.868851, -1.774321, 1.184577]], "forces_ev_per_a": [[-0.29, -0.33, 0.15], [0.24, -0.25, 0.06], [-0.44, -0.10, -0.55], [0.20, 0.08, 0.43], [-0.01, 0.10, 0.03], [-0.02, 0.18, 0.03], [0.15, 0.12, -0.09], [-0.03, -0.08, -0.11], [0.00, -0.09, 0.01], [-0.07, 0.04, 0.12], [0.19, 0.20, -0.02], [0.08, 0.13, -0.06]]}

=====

| no. | E_LUMO (eV) | HOMO level (Ha) |
| --- | --- | --- |
| 1 | 3.1 | -0.0740 |
| 2 | 1.0 | -0.3644 |